# C4O3

A 2-piece molecular cluster, C4O3 overall at a distorted geometry (ωB97M-V with the def2-TZVPD basis set, the Open Molecules 2025 dataset).

LUMO level	-0.04404	Eh
E_tot	-378.0287	a.u.
energy relative to the best compared isomer or geometry (same formula, charge and spin)	167.8	kJ/mol
gap between HOMO and LUMO	0.3762	hartree

Each line ends with the Löwdin charge.
Cartesian coordinates (Å):
C (1.056, -0.341, -0.077)  -0.11
C (0.053, -1.051, 0.118)  0.19
C (2.119, 0.346, -0.311)  -0.14
C (-2.040, 0.057, 0.298)  -0.56
O (3.075, 0.906, -0.646)  0.25
O (-2.213, 0.245, -0.813)  0.20
O (-2.049, -0.163, 1.431)  0.17